Record 1
Here is a 4-piece molecular cluster, C45H59F14INO4P2 overall in a non-equilibrium geometry from the Open Molecules 2025 dataset. Energies are from ωB97M-V with the def2-TZVPD basis set.

```
126
Properties=species:S:1:pos:R:3:lowdin_charge:R:1
C -1.65854 -7.78446 3.89819 -0.08
C 3.22240 -3.41813 5.22762 -0.02
H 4.99708 -4.25826 6.11730 0.11
C -0.81870 -4.75702 -3.29200 -0.20
H -0.74188 -2.93313 -0.42107 0.12
P -1.16736 2.48536 3.52248 0.79
C 0.39503 -2.20200 1.41353 0.04
C 1.35158 -4.93253 4.96747 -0.02
C 5.25223 2.10911 -4.22460 -0.13
C -0.46439 -2.01499 -3.41641 -0.12
H -3.08291 7.18330 -0.80411 0.11
C 0.65174 1.27409 -3.56618 -0.09
C 0.26426 9.12585 -1.07127 -0.07
C -2.10768 8.97039 -1.53250 -0.07
C 3.42037 -5.72011 5.93380 -0.09
H -2.49956 -7.84782 5.88207 0.10
P -1.58737 3.40572 -1.94442 0.77
C -0.33968 1.32877 -0.22147 -0.65
H 0.32843 -5.10248 4.64902 0.11
F 5.90463 3.45180 -4.09484 0.05
C -3.68572 -6.63353 4.55313 -0.08
C -0.07513 -0.48794 5.14764 -0.10
H -0.63343 -1.47514 5.44756 0.09
C -2.01980 -5.95552 -1.55626 -0.11
H 0.03608 -0.42614 3.96513 0.05
H -1.23936 4.89184 2.07186 0.05
C 0.56000 -0.92090 -1.07142 -0.30
H -1.83196 -6.61499 -0.57914 0.10
H -3.01260 9.39127 -1.96411 0.11
H -2.31392 1.08388 -1.32134 0.13
C -2.60555 -7.45784 4.87199 -0.09
C -1.79705 -7.28940 2.60154 -0.02
C 2.04313 1.83434 -5.89230 -0.17
F 6.31787 1.11705 -3.83168 0.03
H -1.48917 6.14479 3.45706 0.15
H -1.47296 0.54370 6.62294 0.14
F 1.18957 -2.68041 4.28697 0.00
C 0.21552 7.89873 -0.40991 -0.02
H 0.23333 -3.18771 2.04643 0.10
C -2.87394 -6.46481 2.29494 -0.29
H 3.64098 -2.42503 5.10112 0.12
H 1.65816 0.86979 -3.13120 0.10
O -1.47040 4.10472 4.08645 -0.28
H -2.88094 3.90306 -4.06678 0.06
H 4.01107 -6.52332 6.36911 0.11
H 0.87849 -1.29377 2.01783 0.07
H -1.27410 4.89230 -4.02666 0.08
H -2.79322 -5.12089 -1.26541 0.09
H -2.37985 -3.23904 -3.96561 0.13
F 2.78608 -3.57878 -0.14490 -0.13
C 0.67868 5.44088 3.38218 -0.11
H -2.06035 0.08578 0.70276 0.14
O 0.39350 2.23772 3.49891 -0.40
C -0.89904 9.66156 -1.62942 -0.09
F -3.00388 -5.98556 1.05073 0.03
H 1.04030 -0.49778 5.56060 0.10
H 0.57694 -2.49450 -3.61557 0.10
F 2.26671 3.18456 -5.32224 0.01
C 3.97735 -4.44687 5.79093 -0.08
C -0.00371 -2.08948 -0.01391 -0.06
C 3.40217 0.91747 -5.90137 -0.09
H 1.55807 0.91333 -0.95553 0.12
H 3.12602 -3.33689 -2.24316 0.15
H -0.81591 -8.42360 4.15003 0.11
H 1.33824 4.59172 2.87926 0.03
C -0.87330 0.89047 5.65065 -0.27
F 4.15428 2.05271 -3.23235 0.03
O -1.88641 1.36058 4.69372 -0.29
N 0.82581 0.39722 -0.38004 0.02
H -2.11076 -3.13963 -2.10380 0.10
H -3.10002 1.62628 2.15476 0.13
H -1.42628 -5.43997 -4.05799 0.14
C -0.71030 0.69002 -2.88447 -0.27
H 1.27545 0.30057 0.58022 0.17
F -1.89705 0.64989 -3.81932 -0.07
H 1.01486 5.47166 4.51423 0.10
C 2.05735 -1.45883 -1.53130 -0.09
C -3.81776 -6.12966 3.25940 -0.02
F 3.44351 0.24373 -7.25212 0.03
F 4.87181 2.96418 -6.66686 0.05
H -0.49042 0.40500 1.85862 0.09
F 1.68116 2.05903 -7.34196 -0.01
H 1.32552 -3.70981 -1.84541 0.11
H -1.07600 -7.53908 1.83004 0.11
H -0.14257 1.73415 6.01629 0.13
I 0.59368 3.32143 0.17709 1.05
H 0.81883 -0.11613 -5.41312 0.13
C 4.80685 1.75197 -5.76728 -0.06
H 2.38771 -1.10865 -2.59687 0.11
C -2.15376 7.73819 -0.88089 -0.02
H -3.87014 4.51533 -2.04480 0.06
H -3.34152 4.38320 -0.24069 0.04
H -1.60073 -1.03628 -1.72692 0.15
H -2.27860 3.02349 1.19548 0.06
H -0.22400 1.46568 -5.77431 0.14
H 1.67988 -6.95701 5.62880 0.10
H 0.69670 2.46009 -3.43587 0.12
C 1.91594 -3.66998 4.82340 -0.28
C 2.10986 -5.96420 5.52038 -0.08
C -3.37420 3.76889 -1.25602 -0.29
H 0.27154 -4.68704 -3.73687 0.13
C -1.53966 -3.26143 -3.11772 -0.14
C -1.72264 3.81306 -3.79560 -0.30
C -0.55032 -0.86132 -2.27326 -0.14
H -0.86146 10.62081 -2.14128 0.11
H -0.82283 -1.57429 -4.46692 0.13
H -4.64629 -5.48037 2.99658 0.12
C -2.04053 2.07526 1.83609 -0.23
H 1.20530 9.66432 -1.15145 0.11
C -0.99242 7.21536 -0.32299 -0.29
H 1.02831 6.45356 2.86515 0.09
C -1.25141 1.56844 -1.57485 -0.39
C 0.73658 1.04087 -5.21806 -0.04
F 3.33046 -0.21368 -4.91358 0.01
H -1.28090 3.02531 -4.53571 0.03
C 2.25304 -3.08181 -1.46859 -0.11
H 1.10707 7.47104 0.03692 0.11
O -0.70263 -5.42089 -1.97061 -0.27
H -4.04200 2.80889 -1.19790 0.06
F 5.88464 0.83579 -6.29813 0.03
H -2.46576 -6.71198 -2.36098 0.12
F -1.03777 6.03451 0.30799 -0.05
H -4.42375 -6.38403 5.31165 0.11
C -1.24716 0.87361 1.06325 -0.20
C -0.93100 5.12767 3.17574 -0.29
H 2.84025 -0.97825 -0.77144 0.15
```

Output
**Total charge**: +1
**LUMO**: -2.960 eV
**M**: 1132.794 Da
**HOMO-LUMO gap**: 7.217 eV
**E_HOMO**: -10.1763 eV

***

Record 2
Here is C45H60AsCrN3OPS as an isolated structure from the Open Molecules 2025 dataset. Energies are from ωB97M-V with the def2-TZVPD basis set.

```
113
Properties=species:S:1:pos:R:3:lowdin_spin:R:1
H 0.77637 1.42287 2.87749 0.00
H -1.35890 6.51859 4.52998 0.00
C 3.32778 -3.16665 2.79593 0.00
C 2.86783 3.78272 -2.00210 0.00
C 3.05224 -1.55122 -2.29194 0.01
C -1.66674 4.40876 4.28314 0.00
H 1.56312 3.51714 1.60765 0.00
C -1.33509 5.68230 3.84279 0.00
H 0.32243 2.37466 -1.70081 0.01
H -3.89769 1.54039 -0.58507 0.00
C -3.98603 -0.49363 2.69194 0.00
H 3.45090 -5.03736 -3.85582 0.00
H -0.75602 -3.19112 -2.55788 0.00
C -1.53313 -1.36234 -1.72485 0.01
C 2.50451 -2.49335 1.69499 0.01
H 0.44182 -4.44740 2.93003 0.00
H 1.34728 -1.40543 -4.72060 0.00
H -2.77879 0.50473 -3.96087 0.00
C -3.91410 0.98212 0.34032 0.00
C -1.56329 2.95069 -0.83726 0.00
H -0.66553 4.97601 0.60238 0.00
H 1.45960 -4.29264 1.02285 0.00
H 2.99653 -3.99343 0.21378 0.00
H 1.58244 -3.03193 -0.21399 0.00
H 0.71335 -1.37886 5.30819 0.00
H -5.94254 -1.12635 2.06548 0.00
H 4.12811 -3.08810 -2.95786 0.00
C -5.07108 -0.52773 1.82589 0.00
H 1.42593 5.65635 0.41046 0.00
C 1.84866 4.79099 -0.08794 0.00
C 2.31298 4.90051 -1.39246 -0.01
H 3.82341 -2.44093 3.44076 0.00
H -0.06720 0.65694 4.23032 0.00
H 0.44961 -4.97619 -6.91161 0.00
C 0.91679 0.86679 3.80007 0.00
C 1.01369 -4.46841 -6.13885 0.00
N 3.27526 -2.57731 -3.12467 0.00
H 2.27903 -2.10842 4.94237 0.00
H 3.16143 -1.75777 1.21942 0.00
C -5.02893 0.20819 0.64790 0.00
H -1.94896 4.24494 5.31647 0.00
C -0.81551 3.58163 -3.04637 0.00
H -2.01944 0.25415 3.04202 0.00
H -2.29524 -2.47909 -4.26437 0.00
H -1.90686 -3.41576 -1.23211 0.00
C 2.70182 -4.49652 -4.42840 0.00
As -1.17922 2.01305 0.82740 0.02
H -2.14707 4.83118 -4.17247 0.00
H 0.05880 -2.57421 -6.45361 0.00
H -1.90966 2.35897 3.77186 0.00
C 2.47860 2.44044 -0.00690 0.00
C -1.08656 -2.79317 -1.59615 0.00
H 2.73678 -3.83772 3.41739 0.00
H 2.72101 -0.18318 3.32117 0.00
P 1.07013 -1.40193 2.14532 0.02
C 0.79225 -3.12506 -5.87536 0.00
H -3.98098 0.35064 -2.66770 0.00
H -3.99972 -1.07646 3.60728 0.00
C 1.51413 -2.45575 -4.89391 0.00
C -0.97805 5.87797 2.51513 0.00
H 1.43725 1.51742 4.50878 0.00
C -2.83171 1.04149 1.21355 0.00
H 2.52752 1.31213 1.79657 0.00
C 0.00778 -3.69722 3.59342 0.00
C -2.87356 0.27651 2.37873 0.00
C -3.01108 -2.15028 -3.50776 0.00
C -0.33546 -2.41440 2.82810 0.00
H -1.01754 -3.55307 1.11842 0.00
H -2.30502 -3.08458 2.23203 0.00
H -0.26922 -2.84242 -0.89273 0.00
H -0.71724 6.86806 2.16128 0.00
H -2.35746 0.96988 -2.30509 0.00
C 2.46326 -3.15389 -4.15778 0.00
H 2.24863 5.84309 -1.92251 0.00
C -2.91962 0.26661 -2.90649 0.00
C -2.72222 3.70748 -1.02737 0.00
H 3.42710 0.58560 0.50404 0.00
H -0.91416 -4.12443 3.99841 0.00
H -0.79411 -1.71403 3.53475 0.00
C 1.98184 -5.15136 -5.41419 0.00
H -1.62811 -1.88872 1.13121 0.00
N -2.45345 -1.09723 -2.65331 0.01
H 2.17710 -6.19873 -5.61136 0.00
H 3.24585 3.84952 -3.01645 0.00
C -2.93707 4.36851 -2.22860 0.00
H -3.33513 -3.01324 -2.92968 0.00
C -0.60719 2.91033 -1.84739 0.01
H -5.86851 0.18136 -0.03817 0.00
O -1.06305 -0.45670 -1.00432 0.03
H -3.88113 -1.74157 -4.01521 0.00
C -0.95340 4.80572 1.63116 0.00
H 2.19772 -0.52263 5.69750 0.00
H 0.68873 -3.54232 4.42577 0.00
C 2.49968 1.12532 0.72260 -0.04
N 4.06384 -1.27493 -1.45172 0.00
Cr 0.75158 0.09564 0.10032 3.86
C 1.69634 -0.43996 3.60745 0.00
C 2.10305 -3.50601 0.61699 0.00
H 3.37397 1.71590 -1.82204 0.00
C -1.98415 4.30197 -3.24106 0.00
H -0.05384 3.55454 -3.81557 0.00
H 3.96418 -0.45408 -0.87778 0.00
H -3.45289 3.79143 -0.23261 0.00
H -3.84069 4.94982 -2.37000 0.00
C 2.94474 2.57520 -1.31797 0.00
C -1.38046 -2.74294 1.75824 0.00
H 4.11459 -3.76642 2.32699 0.00
C 1.92797 3.58117 0.58826 -0.01
S 1.59315 -0.70929 -2.21818 0.01
H 5.00176 -1.58233 -1.65530 0.00
C -1.29733 3.52627 2.06494 0.00
C -1.64233 3.33671 3.40078 0.00
C 1.72721 -1.17319 4.95413 0.00
```

Output
**Total charge**: +1
**LUMO (alpha / beta)**: -1.816 / -1.809 eV
**Energy relative to the best compared isomer or geometry (same formula, charge and spin)**: 1.2 kcal/mol
**M**: 848.954 Da
**Multiplicity**: 5
**Expectation value of S²**: 6.0526
**HOMO-LUMO gap (alpha / beta)**: 7.703 / 7.905 eV
**E_HOMO (alpha / beta)**: -9.5192 / -9.7138 eV